The following is a quantum chemistry calculation of a structure of composition C2H7N3O2, from OMol25.

The HOMO energy comes out at -0.3429 Eh. The energy above the lowest of the compared OMol25 structures with the same formula, charge and spin comes out at 46.9 kcal per mole. Its calculated total energy is -10752.0417 eV.

Atoms and positions in Å:
N  0.125  0.127  0.887
C  1.082  0.823  0.292
N  2.397  0.371  0.240
N  0.807  1.840  -0.551
H  -0.357  0.816  1.449
H  -0.808  -0.938  0.473
H  2.767  0.407  -0.709
H  2.599  -0.550  0.671
H  1.596  2.240  -1.044
H  -0.118  1.983  -0.930
O  -3.435  -1.958  -1.032
C  -2.579  -1.797  -0.202
O  -1.275  -1.644  -0.434
H  -2.800  -1.719  0.892